C3H5ClN2 | ωB97M-V with the def2-TZVPD basis set

```
! RIJCOSX wB97M-V def2-TZVPD def2/J DEFGRID3
* xyz 0 1
C -0.937 -0.834 0.514
C -2.416 0.978 -0.345
C 2.236 -0.115 -0.017
N -1.562 0.039 -0.042
N 1.676 -0.874 0.790
Cl 3.164 -0.882 -1.239
H -0.205 -1.438 0.180
H -2.041 2.012 -0.628
H -3.399 0.599 -0.551
H 2.295 0.920 -0.156
H 1.191 -0.406 1.493
*
```

The maximum force is 4.1 eV Å⁻¹. The value obtained for the HOMO energy is -7.9 eV. Its electronic energy is -18690.652 eV. The value obtained for the lowest unoccupied orbital energy is 0.62 eV. The orbital gap comes out at 8.52 eV.

Here are the Mulliken charges for atoms 1 to 4, given in e: atom 1 (C): -0.4036, atom 2 (C): -0.3679, atom 3 (C): 0.1255, atom 4 (N): -0.0825

C3H5ClN2 | ωB97M-V with the def2-TZVPD basis set

```
! RIJCOSX wB97M-V def2-TZVPD def2/J DEFGRID3
* xyz 0 1
C 0.089 0.687 0.124
C -1.120 -0.008 0.869
C 1.171 -0.213 0.339
H 0.476 1.767 0.392
H -2.033 -0.211 -0.008
H -1.689 0.586 1.621
H -0.902 -2.004 1.908
H 2.421 -0.024 0.477
N -0.552 -1.282 1.407
N 0.774 -1.278 1.000
Cl -0.039 0.883 -1.719
*
```

As for the SMILES: Cl[C@@H]1C=NNC1. The maximum force is 7.9 eV Å⁻¹. The value obtained for the HOMO energy is -8.6 eV. Its electronic energy is -18691.449 eV. The value obtained for the lowest unoccupied orbital energy is 0.80 eV. The orbital gap comes out at 9.40 eV.

Here are the Mulliken charges for atoms 1 to 4, given in e: atom 1 (C): 0.2704, atom 2 (C): -0.5345, atom 3 (C): -0.3348, atom 4 (H): 0.2576

C3H5ClN2 | ωB97M-V with the def2-TZVPD basis set

```
! RIJCOSX wB97M-V def2-TZVPD def2/J DEFGRID3
* xyz 0 1
C -0.386 -0.068 1.054
C 0.361 0.407 -1.340
C 0.662 -0.406 -0.044
N -0.984 1.060 1.536
N -0.298 0.394 2.355
Cl -2.180 -1.570 0.927
H -0.466 -0.049 -1.889
H 1.301 0.421 -1.741
H 0.025 1.535 -1.174
H 1.534 -0.160 0.479
H 0.431 -1.564 -0.163
*
```

The maximum force is 5.1 eV Å⁻¹. The value obtained for the HOMO energy is -10.2 eV. Its electronic energy is -18690.608 eV. The value obtained for the lowest unoccupied orbital energy is -0.81 eV. The orbital gap comes out at 9.39 eV.

Here are the Mulliken charges for atoms 1 to 4, given in e: atom 1 (C): 0.4299, atom 2 (C): -0.9520, atom 3 (C): -0.3028, atom 4 (N): -0.1507

C3H5ClN2 | ωB97M-V with the def2-TZVPD basis set

```
! RIJCOSX wB97M-V def2-TZVPD def2/J DEFGRID3
* xyz 0 1
C -0.797 0.113 0.403
C 0.153 -1.001 -0.019
C -0.005 1.322 -0.023
H -0.708 0.240 1.526
H -0.281 -1.436 -0.881
H 0.095 -1.821 0.743
H 1.851 -0.565 -1.076
H -0.487 2.319 0.030
N 1.441 -0.338 -0.188
N 1.189 1.029 -0.248
Cl -2.450 0.138 -0.269
*
```

As for the SMILES: Cl[C@@H]1C=NNC1. The maximum force is 2.4 eV Å⁻¹. The value obtained for the HOMO energy is -9.3 eV. Its electronic energy is -18693.107 eV. The value obtained for the lowest unoccupied orbital energy is 0.93 eV. The orbital gap comes out at 10.27 eV.

Here are the Mulliken charges for atoms 1 to 4, given in e: atom 1 (C): 0.2159, atom 2 (C): -0.6077, atom 3 (C): -0.1745, atom 4 (H): 0.2765

C3H5ClN2O | ωB97M-V with the def2-TZVPD basis set

```
! RIJCOSX wB97M-V def2-TZVPD def2/J DEFGRID3
* xyz 0 1
C 1.616 -1.003 -0.653
C 0.113 0.159 0.828
C -0.856 1.197 1.083
H -1.629 -0.700 -1.162
H -0.694 0.625 -1.870
H 1.983 -1.150 0.388
H 0.746 -0.483 1.775
H -1.618 1.776 0.304
N -0.670 -0.375 -1.298
N 0.236 -0.628 -0.302
O 2.057 -1.199 -1.797
Cl -1.284 1.781 2.704
*
```

As for the SMILES: NN(C=O)/C=C/Cl. The maximum force is 5.3 eV Å⁻¹. The value obtained for the HOMO energy is -8.8 eV. Its electronic energy is -20738.144 eV. The value obtained for the lowest unoccupied orbital energy is 0.61 eV. The orbital gap comes out at 9.40 eV.

Here are the Mulliken charges for atoms 1 to 4, given in e: atom 1 (C): 0.3003, atom 2 (C): 0.0058, atom 3 (C): -0.3566, atom 4 (H): 0.2580

C3H5ClN2O2 | ωB97M-V with the def2-TZVPD basis set

```
! RIJCOSX wB97M-V def2-TZVPD def2/J DEFGRID3
* xyz 0 1
C 0.789 -1.801 0.027
C 0.371 -1.537 1.341
C 0.520 1.184 -1.048
N 1.102 -1.990 -1.075
N -0.577 1.451 -0.373
O -0.639 1.433 0.887
O -1.708 1.810 -1.113
Cl 0.461 0.693 -2.700
H -0.219 -2.453 1.643
H -0.423 -0.768 1.270
H 1.150 -1.293 2.020
H 1.404 0.952 -0.453
H -2.232 2.318 -0.426
*
```

As for the SMILES: [O-]/[N+](O)=C/Cl.CC#N. The maximum force is 3.6 eV Å⁻¹. The value obtained for the HOMO energy (spin up / spin down) is -9.2 / -9.2 eV. Its electronic energy is -22785.373 eV. The value obtained for the lowest unoccupied orbital energy (spin up / spin down) is 0.32 / 0.32 eV. The orbital gap (spin up / spin down) comes out at 9.53 / 9.53 eV.

Here are the Mulliken charges for atoms 1 to 4, given in e: atom 1 (C): 0.3726, atom 2 (C): -0.6924, atom 3 (C): -0.3559, atom 4 (N): -0.4160

C3H5ClN2O2S | ωB97M-V with the def2-TZVPD basis set

```
! RIJCOSX wB97M-V def2-TZVPD def2/J DEFGRID3
* xyz 0 1
C -1.219 1.005 -0.369
C -0.782 -1.221 0.164
C -0.537 -0.131 -0.741
N -1.662 1.208 0.803
N -0.670 -2.443 -0.182
O 2.490 1.095 1.475
O 2.411 1.460 -0.911
S 2.110 0.593 0.192
Cl 3.429 -1.148 -0.121
H -1.458 1.669 -1.203
H -1.254 -0.616 1.154
H 0.141 -0.259 -1.531
H -2.373 1.924 0.783
H -0.628 -3.136 0.488
*
```

The maximum force is 3.1 eV Å⁻¹. The value obtained for the HOMO energy (spin up / spin down) is -9.9 / -9.2 eV. Its electronic energy is -33619.966 eV. The value obtained for the lowest unoccupied orbital energy (spin up / spin down) is -2.36 / -3.79 eV. The orbital gap (spin up / spin down) comes out at 7.55 / 5.45 eV.

Here are the Mulliken charges for atoms 1 to 4, given in e: atom 1 (C): 0.0787, atom 2 (C): 0.1624, atom 3 (C): -0.8300, atom 4 (N): -0.5750

C3H5ClN2O3 | ωB97M-V with the def2-TZVPD basis set

```
! RIJCOSX wB97M-V def2-TZVPD def2/J DEFGRID3
* xyz 0 1
C -1.605 1.054 -0.097
C 0.440 0.619 -0.830
C 1.875 -1.216 -0.271
N -2.618 1.938 0.257
N -1.526 -0.169 -0.368
O -0.397 1.653 -0.242
O 0.568 0.572 -1.982
O 1.147 0.010 0.129
Cl -2.830 -1.237 -0.234
H 2.362 -1.561 0.617
H 2.601 -1.051 -1.137
H 1.141 -1.813 -0.563
H -3.420 1.555 0.785
H -2.333 2.836 0.408
*
```

As for the SMILES: COC(=O)O/C(N)=N/Cl. The maximum force is 4.5 eV Å⁻¹. The value obtained for the HOMO energy is -9.6 eV. Its electronic energy is -24835.539 eV. The value obtained for the lowest unoccupied orbital energy is 0.79 eV. The orbital gap comes out at 10.35 eV.

Here are the Mulliken charges for atoms 1 to 4, given in e: atom 1 (C): 0.5123, atom 2 (C): 0.8822, atom 3 (C): -0.6677, atom 4 (N): -0.4307

C3H5ClN4O4 | ωB97M-V with the def2-TZVPD basis set

```
! RIJCOSX wB97M-V def2-TZVPD def2/J DEFGRID3
* xyz 0 1
C -0.860 -0.142 0.071
C -0.512 -1.419 -0.019
C -2.687 1.323 0.002
N 0.804 -1.782 -0.108
N 1.291 0.267 0.709
N 0.143 0.834 0.254
N 1.768 -0.766 -0.260
O -2.076 2.341 0.246
O 0.249 1.593 -0.951
O 3.032 -1.221 0.113
O -2.262 0.077 -0.047
Cl -1.680 -2.754 -0.084
H -3.757 1.455 -0.085
H 1.123 -2.756 0.334
H 1.983 0.909 0.699
H -0.210 2.520 -0.600
H 3.650 -0.479 -0.273
*
```

As for the SMILES: O=COc1c(Cl)[nH]n(O)[nH]n1O. The maximum force is 4.8 eV Å⁻¹. The value obtained for the HOMO energy is -8.2 eV. Its electronic energy is -29857.248 eV. The value obtained for the lowest unoccupied orbital energy is 0.56 eV. The orbital gap comes out at 8.78 eV.

Here are the Mulliken charges for atoms 1 to 4, given in e: atom 1 (C): -0.0732, atom 2 (C): 0.6141, atom 3 (C): 0.0936, atom 4 (N): -0.1917

C3H5ClNP | ωB97M-V with the def2-TZVPD basis set

```
! RIJCOSX wB97M-V def2-TZVPD def2/J DEFGRID3
* xyz 0 1
C -1.094 1.346 -0.324
C -1.710 -0.755 0.355
C -1.662 0.130 -0.641
N -0.460 2.274 -0.128
P 2.768 1.169 -0.811
Cl 3.414 1.230 1.062
H -2.143 -1.723 0.129
H 2.181 2.434 -0.945
H -1.588 -0.605 1.427
H -2.075 -0.074 -1.661
H 3.966 1.664 -1.377
*
```

As for the SMILES: C=CC#N.PCl. The maximum force is 2.2 eV Å⁻¹. The value obtained for the HOMO energy is -9.4 eV. Its electronic energy is -26491.841 eV. The value obtained for the lowest unoccupied orbital energy is 0.23 eV. The orbital gap comes out at 9.66 eV.

Here are the Mulliken charges for atoms 1 to 4, given in e: atom 1 (C): 0.3866, atom 2 (C): -0.5894, atom 3 (C): -0.2131, atom 4 (N): -0.4044